Density functional theory data (wB97M-V/def2-TZVPD) for a 5-piece molecular cluster, C34H26BrN5O10 overall.

```
76
Properties=species:S:1:pos:R:3:forces:R:3
N -3.692 6.128 0.110 1.589 -2.617 -1.559
C -3.247 4.772 -0.403 -0.628 -0.728 -2.027
C -3.674 4.140 -1.690 1.211 0.251 2.615
C -3.146 2.613 -2.120 0.920 -0.646 -3.452
O -2.895 2.237 -3.379 -1.819 2.220 7.849
C -2.901 1.591 -0.821 0.658 -1.927 3.014
C -3.100 -0.035 -0.860 1.469 2.231 3.487
C -2.792 -0.888 0.542 0.410 4.016 0.323
Br -2.974 -2.902 0.507 -0.048 2.578 0.185
C -2.347 -0.181 1.967 -0.451 2.533 -3.291
C -2.151 1.448 1.997 -0.964 -1.519 -3.902
C -2.411 2.288 0.611 -0.276 -2.133 0.014
C -2.182 3.937 0.581 2.895 1.976 1.703
O -1.215 4.584 1.236 -6.026 -4.036 -3.728
H -2.915 6.626 0.601 -0.953 -0.747 -0.722
H -4.137 6.715 -0.631 0.763 -0.793 0.895
H -4.398 4.705 -2.429 1.819 -1.302 1.537
H -3.423 -0.584 -1.842 0.721 1.166 2.206
H -2.133 -0.791 2.961 -0.617 1.243 -2.562
H -1.816 2.061 2.965 -0.860 -1.660 -2.390
O -1.224 9.202 0.213 -1.202 0.163 1.333
N -1.991 9.354 1.176 -0.296 0.034 -1.087
O -3.221 9.479 1.080 1.610 -0.271 0.025
C -1.402 9.393 2.519 0.396 0.054 0.897
C -0.012 9.293 2.671 -0.040 0.012 0.039
C 0.545 9.355 3.950 -0.395 0.032 -0.093
C -0.280 9.510 5.065 -0.070 0.000 -0.105
C -1.664 9.599 4.912 0.255 -0.039 -0.359
C -2.233 9.541 3.638 0.033 0.002 -0.022
H 0.644 9.171 1.812 -0.346 0.040 0.089
H 1.623 9.285 4.077 -0.249 -0.024 -0.067
H 0.159 9.564 6.060 -0.088 -0.056 -0.226
H -2.301 9.717 5.786 0.094 -0.036 -0.230
H -3.313 9.615 3.535 0.307 -0.031 -0.190
O 2.200 -8.538 -2.004 0.611 1.661 -0.133
N 2.593 -7.363 -2.054 0.849 -0.932 -0.214
O 3.757 -7.023 -2.311 -1.645 -0.542 0.324
C 1.614 -6.302 -1.786 -0.679 0.712 0.210
C 0.296 -6.642 -1.454 0.050 0.017 0.006
C -0.625 -5.630 -1.176 0.428 0.120 -0.098
C -0.231 -4.292 -1.234 0.141 -0.039 -0.105
C 1.080 -3.956 -1.575 -0.077 -0.461 0.010
C 2.010 -4.960 -1.852 -0.020 -0.018 0.024
H -0.026 -7.680 -1.405 0.285 0.198 -0.070
H -1.649 -5.884 -0.912 0.219 -0.010 -0.077
H -0.951 -3.506 -1.011 0.288 -0.257 -0.133
H 1.378 -2.911 -1.620 -0.018 -0.239 -0.014
H 3.029 -4.681 -2.112 -0.214 -0.294 0.055
O 1.996 6.553 5.497 -0.783 -1.350 -0.687
N 1.461 5.551 4.999 -0.877 0.732 0.709
O 0.271 5.241 5.154 1.778 0.515 -0.194
C 2.296 4.670 4.173 0.575 -0.615 -0.552
C 3.656 4.963 4.002 -0.065 -0.050 -0.011
C 4.450 4.108 3.235 -0.399 -0.062 0.061
C 3.889 2.975 2.643 -0.096 0.076 0.074
C 2.532 2.692 2.806 0.166 0.342 0.197
C 1.728 3.538 3.573 0.048 0.025 0.031
H 4.108 5.841 4.457 -0.312 -0.184 -0.021
H 5.508 4.322 3.102 -0.244 0.002 0.057
H 4.513 2.309 2.050 -0.135 0.148 0.116
H 2.101 1.809 2.339 0.031 0.215 0.110
H 0.673 3.302 3.694 0.263 0.278 0.063
O -1.739 -11.952 -5.373 1.091 1.425 0.345
N -0.977 -11.000 -5.147 -1.336 0.164 0.132
O -1.351 -9.867 -4.810 0.495 -1.628 -0.465
C 0.465 -11.229 -5.295 1.006 -0.144 -0.124
C 0.930 -12.484 -5.711 0.013 0.063 0.009
C 2.301 -12.689 -5.873 -0.171 0.357 0.125
C 3.198 -11.650 -5.618 -0.147 0.051 0.023
C 2.733 -10.404 -5.194 -0.251 -0.295 -0.096
C 1.364 -10.187 -5.031 -0.027 -0.061 -0.040
H 0.243 -13.303 -5.914 0.005 0.352 0.099
H 2.671 -13.657 -6.202 -0.138 0.192 0.077
H 4.266 -11.813 -5.751 -0.224 0.035 0.041
H 3.439 -9.601 -4.994 -0.206 -0.144 0.011
H 1.017 -9.209 -4.702 -0.104 -0.343 -0.079
```
Positions in Å, forces in eV/Å.

Lowest unoccupied orbital energy: -1.84 eV
Net charge: 0
F_max: 8.36 eV/Å
Gap between HOMO and LUMO: 7.270 eV